Below is a single C21H22N4O4S2 molecule in a non-equilibrium geometry, with properties calculated with the ωB97M-V functional and the def2-TZVPD basis.

SMILES: CCOC(=O)c1c(NC(=O)CSc2nnc(C)c(=O)[nH]2)sc(C)c1-c1ccc(C)cc1
Molar mass in g/mol: 458.6
Total charge: 0
E_tot in eV: -57956.00268
Highest occupied orbital energy in eV: -7.8
Relative energy (zero: lowest compared OMol25 entry of this formula, charge and spin) in kJ/mol: 0.0
LUMO level in eV: 0.12
HOMO-LUMO gap in eV: 7.954

XYZ file:
```
53
C21H22N4O4S2 (the ωB97M-V functional and the def2-TZVPD basis)
S -3.39442 -0.59377 0.13697
S -2.98095 0.22773 -5.17764
O 1.47459 -0.56568 0.31396
O -0.47629 4.44788 -4.74954
O 0.71140 -1.62348 -1.51973
O -4.11068 -0.89533 -2.35066
N 0.18006 1.32206 -3.20001
N -1.57614 2.46470 -4.89345
N -0.81146 0.59728 -3.72307
N -1.91042 -1.25411 -2.03107
C -1.16953 -0.56661 1.47017
C -1.65773 1.15895 -4.52359
C -0.02936 0.63346 3.33290
C -2.75194 -1.34572 -4.28775
C 1.50238 -1.59591 3.88955
C -1.93686 -0.97722 -0.68869
C 0.58321 -1.63142 2.85887
C 3.42912 -2.01008 0.26971
C 0.51028 -1.08927 -0.44337
C 1.44988 3.32942 -2.86989
C -0.19159 -0.51435 2.56570
C -3.24885 -0.03683 2.87458
C 2.81217 -0.68689 -0.16108
C 0.33258 2.56900 -3.48814
C -3.01231 -1.14111 -2.80593
C -0.55883 3.29079 -4.41257
C 0.89411 0.66368 4.36019
C -0.82449 -0.91007 0.12379
C 1.67381 -0.44871 4.65359
C -2.50894 -0.37212 1.62812
C 2.66148 -0.40662 5.78006
H -0.96470 -1.38578 -2.40185
H 2.88878 -2.83652 -0.18565
H 2.13969 -0.42709 6.73721
H 3.33541 -1.25886 5.74074
H 0.45757 -2.53250 2.27588
H 1.01548 1.56516 4.94440
H -3.50544 -2.00877 -4.71216
H 3.37959 -2.10693 1.35164
H -4.14712 -0.64583 2.95645
H 3.24918 0.50886 5.74207
H 2.00212 2.68908 -2.18940
H 2.09565 -2.47372 4.10642
H -0.61874 1.51027 3.10861
H 2.10956 3.70603 -3.65038
H 4.46733 -2.05127 -0.04715
H -2.25876 2.86830 -5.52643
H 3.34689 0.15642 0.28120
H 1.05287 4.19249 -2.33782
H -3.55637 1.00932 2.87083
H -2.61785 -0.20969 3.74350
H 2.81039 -0.60175 -1.25307
H -1.74583 -1.70690 -4.48702
```